Record 1
C30H57FO30 | ωB97M-V/def2-TZVPD

- structure (SMILES) = O=C1OC[C@@H](F)O1.COC(=O)OC.COC(=O)OC.COC(=O)OC.COC(=O)OC.COC(=O)OC.COC(=O)OC.COC(=O)OC.COC(=O)OC.COC(=O)OC
- net charge = 0
- HOMO energy (eV) = -10.5
- Kohn-Sham gap (eV) = 10.99

XYZ file:
```
118
C30H57FO30 (ωB97M-V/def2-TZVPD)
O -3.517 -1.173 -0.675
C -2.446 -0.701 -0.422
O -1.507 -1.167 0.444
C -0.402 -0.348 0.498
C -0.977 0.976 0.002
F -0.034 1.556 -0.771
O -2.065 0.602 -0.761
H 0.033 -0.500 1.486
H 0.423 -0.572 -0.178
H -1.294 1.636 0.809
C -0.020 -5.492 -5.128
O -1.087 -5.265 -4.252
C -2.183 -4.475 -4.572
O -2.218 -3.737 -5.574
O -2.861 -4.224 -3.419
C -3.840 -3.181 -3.484
H -0.242 -5.192 -6.152
H 0.356 -6.483 -4.874
H 0.776 -4.849 -4.752
H -3.538 -2.189 -3.820
H -4.446 -3.152 -2.578
H -4.510 -3.531 -4.269
C 1.821 8.999 -1.302
O 0.789 8.060 -1.339
C 0.847 6.835 -0.849
O 1.884 6.313 -0.369
O -0.353 6.288 -0.979
C -0.499 4.960 -0.491
H 2.667 8.813 -1.965
H 2.226 9.078 -0.294
H 1.376 9.970 -1.517
H -1.460 4.472 -0.660
H -0.261 4.967 0.572
H 0.143 4.284 -1.057
C -1.722 -1.252 4.503
O -2.845 -0.327 4.774
C -2.882 0.850 3.910
O -2.125 1.180 2.972
O -4.074 1.512 4.190
C -4.440 2.717 3.416
H -1.841 -2.239 4.950
H -0.907 -0.614 4.842
H -1.831 -1.432 3.433
H -3.791 3.529 3.747
H -5.491 2.821 3.685
H -4.444 2.511 2.345
C 7.029 -0.714 -0.187
O 5.666 -1.094 -0.003
C 4.950 -0.494 1.022
O 5.541 0.018 2.025
O 3.650 -0.539 0.881
C 2.942 -0.052 1.990
H 7.533 -0.624 0.775
H 7.243 0.116 -0.861
H 7.481 -1.594 -0.644
H 2.962 1.020 2.185
H 3.173 -0.523 2.945
H 1.867 -0.146 1.831
C 0.830 -2.364 -4.973
O 1.172 -2.491 -3.591
C 0.202 -2.334 -2.730
O -0.981 -2.075 -2.982
O 0.812 -2.523 -1.494
C 2.205 -2.751 -1.136
H -0.112 -2.823 -5.276
H 1.710 -2.629 -5.558
H 0.705 -1.297 -5.157
H 2.459 -2.829 -0.079
H 2.825 -1.901 -1.423
H 2.765 -3.558 -1.608
C -2.122 -4.410 0.616
O -0.940 -5.026 0.775
C -0.023 -4.606 1.552
O -0.218 -3.946 2.589
O 1.257 -4.973 1.030
C 2.399 -4.848 1.822
H -2.555 -3.898 1.476
H -2.863 -5.150 0.316
H -2.080 -3.820 -0.299
H 2.645 -3.786 1.792
H 3.267 -5.437 1.528
H 2.079 -5.091 2.836
C 0.058 4.061 3.192
O 1.401 4.447 2.965
C 2.515 3.820 3.672
O 2.443 3.052 4.623
O 3.566 4.089 2.848
C 4.753 3.309 2.997
H -0.771 4.671 2.835
H -0.038 3.956 4.273
H -0.099 3.036 2.856
H 5.628 3.957 3.060
H 5.060 2.725 2.130
H 4.807 2.616 3.837
C -8.968 1.690 4.141
O -8.287 1.194 3.043
C -7.336 0.245 3.090
O -6.970 -0.282 4.142
O -7.034 -0.199 1.789
C -6.119 -1.226 1.506
H -8.266 2.168 4.824
H -9.623 0.972 4.633
H -9.571 2.406 3.583
H -5.773 -1.205 0.473
H -6.521 -2.209 1.751
H -5.182 -1.039 2.030
C 6.129 -0.578 -4.963
O 4.815 -0.084 -5.216
C 4.013 0.037 -4.083
O 4.388 -0.201 -2.897
O 2.812 0.553 -4.507
C 1.704 1.032 -3.555
H 6.592 -0.392 -5.933
H 6.220 -1.663 -4.908
H 6.662 -0.163 -4.108
H 1.546 2.047 -3.920
H 2.016 1.004 -2.511
H 0.768 0.508 -3.749
```

Löwdin population analysis, charges in e, atoms 1 to 6: 0.159 -0.465 0.061 -0.090 -0.333 0.066

=====

Record 2
C3H8O2S | ωB97M-V/def2-TZVPD

- net charge = -2
- HOMO energy (eV) = 0.3
- Kohn-Sham gap (eV) = 5.77

XYZ file:
```
14
C3H8O2S (ωB97M-V/def2-TZVPD)
C -0.196 0.719 -0.797
O -1.481 1.078 -1.132
C -0.076 -0.124 0.480
C 1.369 -0.589 0.806
S 1.472 -1.497 2.429
H 0.339 0.124 -1.576
H 0.526 1.560 -0.672
H -0.638 -1.061 0.408
H -0.390 0.448 1.356
H 1.969 0.315 0.962
H 1.779 -1.180 -0.013
H -1.560 1.212 -2.249
H -2.388 0.812 -3.766
O -1.775 1.524 -3.545
```

Löwdin population analysis, charges in e, atoms 1 to 6: -0.413 -0.203 -0.323 -0.786 -0.081 0.102

=====

Record 3
C5H24O8 | ωB97M-V/def2-TZVPD

- structure (SMILES) = CCCCC=O.O.O.O.O.O.O.O
- net charge = 0
- HOMO energy (eV) = -9.8
- Kohn-Sham gap (eV) = 10.18

XYZ file:
```
37
C5H24O8 (ωB97M-V/def2-TZVPD)
C 0.443 -1.806 -1.830
C -0.767 -0.939 -1.623
C -1.586 -1.035 -0.276
C -0.844 -0.336 0.886
C -0.781 1.148 0.657
O -1.207 1.726 -0.317
H 1.274 -1.279 -2.320
H 0.256 -2.670 -2.471
H 0.879 -2.070 -0.863
H -0.489 0.125 -1.639
H -1.510 -1.133 -2.423
H -2.540 -0.540 -0.461
H -1.672 -2.041 0.049
H -1.392 -0.422 1.865
H 0.189 -0.647 0.989
H -0.263 1.759 1.439
O -1.614 -3.089 1.954
H -1.469 -3.493 1.094
H -1.344 -3.688 2.654
O -0.947 3.822 -1.927
H -1.295 4.419 -1.260
H -0.969 2.913 -1.532
O 2.239 -2.658 1.618
H 2.360 -1.991 0.914
H 2.267 -2.046 2.363
O 1.660 2.896 -2.925
H 1.133 3.715 -2.959
H 0.948 2.315 -3.232
O -2.250 -0.750 3.743
H -1.839 -1.618 3.811
H -3.042 -0.927 3.209
O 2.978 -0.212 0.601
H 2.490 0.551 0.125
H 3.929 -0.159 0.498
O 1.548 1.328 -0.756
H 1.853 2.054 -1.355
H 1.287 0.742 -1.487
```

Löwdin population analysis, charges in e, atoms 1 to 6: -0.097 -0.240 -0.155 -0.139 -0.233 -0.011

=====

Record 4
C4H9N3 | ωB97M-V/def2-TZVPD

- net charge = +2
- HOMO energy (eV) = -20.1
- Kohn-Sham gap (eV) = 11.64

XYZ file:
```
16
C4H9N3 (ωB97M-V/def2-TZVPD)
C -2.455 0.022 -0.305
C 1.757 -0.929 1.829
C 1.558 -0.166 0.741
C 1.599 0.810 -1.494
N -1.351 -0.315 -0.065
N -3.489 0.651 -0.562
N 1.242 0.372 -0.229
H 0.813 -1.094 2.381
H 2.409 -0.494 2.584
H 2.003 -1.952 1.553
H 2.638 1.019 -1.252
H 1.637 0.136 -2.326
H 0.985 1.663 -1.700
H -3.960 0.943 -1.463
H -4.306 0.540 0.152
H -1.080 -1.206 0.158
```

Löwdin population analysis, charges in e, atoms 1 to 6: -0.122 0.035 -0.007 0.009 0.330 0.266

=====

Record 5
C7H11I2N2OScSe | ωB97M-V/def2-TZVPD

- net charge = -2
- HOMO energy (spin up / spin down) (eV) = 2.2 / 0.6
- Kohn-Sham gap (spin up / spin down) (eV) = 2.09 / 3.69

XYZ file:
```
25
C7H11I2N2OScSe (ωB97M-V/def2-TZVPD)
C 1.901 2.877 0.479
I 3.727 0.921 1.358
H 0.957 3.443 0.544
H 2.122 2.679 -0.579
H 2.692 3.500 0.916
C 0.072 -1.925 -1.699
C -1.060 -0.902 -0.026
N -0.394 -2.034 -0.402
H -0.106 -0.210 -3.082
I -3.509 1.402 1.916
N -0.925 -0.067 -1.104
H 0.610 -2.714 -2.196
Sc -1.151 -0.016 1.946
C 1.758 1.574 1.239
O 0.679 1.122 1.660
C -0.268 -0.701 -2.141
C -1.360 1.311 -1.199
H -1.570 1.535 -2.253
H -0.567 2.000 -0.855
H -2.255 1.490 -0.586
C -0.130 -3.173 0.447
H 0.160 -4.039 -0.170
H -1.010 -3.413 1.061
H 0.685 -2.948 1.158
Se -1.057 -1.713 3.568
```

Löwdin population analysis, charges in e, atoms 1 to 6: -0.274 0.661 0.063 0.042 0.015 -0.105